{
  "formula": "C35H78N2O15S6",
  "method": "ωB97M-V with the def2-TZVPD basis set",
  "symbols": ["O", "S", "O", "C", "C", "C", "C", "H", "H", "H", "H", "H", "H", "H", "H", "O", "S", "O", "C", "C", "C", "C", "H", "H", "H", "H", "H", "H", "H", "H", "O", "S", "O", "C", "C", "C", "C", "H", "H", "H", "H", "H", "H", "H", "H", "O", "S", "O", "C", "C", "C", "C", "H", "H", "H", "H", "H", "H", "H", "H", "O", "S", "O", "C", "C", "C", "C", "H", "H", "H", "H", "H", "H", "H", "H", "O", "S", "O", "C", "C", "C", "C", "H", "H", "H", "H", "H", "H", "H", "H", "C", "O", "C", "C", "C", "N", "H", "H", "H", "H", "H", "H", "H", "H", "H", "H", "H", "C", "O", "C", "C", "C", "N", "H", "H", "H", "H", "H", "H", "H", "H", "H", "H", "H", "C", "C", "C", "O", "H", "H", "H", "H", "H", "H", "H", "H"],
  "positions_angstrom": [[0.637, 3.224, -0.229], [-0.183, 4.356, 0.236], [-1.042, 5.012, -0.721], [-0.977, 3.944, 1.914], [-0.456, 5.054, 2.865], [0.929, 5.525, 2.290], [0.826, 5.750, 0.795], [-0.683, 2.964, 2.289], [-2.049, 3.766, 1.839], [-1.151, 5.890, 2.940], [-0.131, 4.760, 3.863], [1.691, 4.768, 2.475], [1.364, 6.342, 2.865], [1.746, 5.755, 0.211], [0.382, 6.741, 0.698], [3.721, 2.698, -4.789], [3.823, 3.583, -3.628], [3.366, 5.002, -3.691], [3.114, 2.808, -2.077], [4.009, 3.502, -0.958], [5.417, 3.228, -1.369], [5.607, 3.480, -2.874], [3.325, 1.758, -2.282], [2.039, 2.952, -2.186], [3.805, 4.573, -0.976], [3.699, 3.209, 0.045], [5.523, 2.146, -1.284], [6.121, 3.717, -0.696], [6.217, 2.636, -3.196], [6.164, 4.349, -3.227], [-2.200, 2.550, 4.943], [-1.078, 1.648, 4.953], [-1.044, 0.833, 3.767], [0.571, 2.385, 5.448], [1.151, 1.280, 6.281], [0.085, 0.784, 7.246], [-1.198, 0.548, 6.408], [0.240, 3.276, 5.982], [1.207, 2.759, 4.646], [1.529, 0.468, 5.659], [2.055, 1.650, 6.765], [-0.260, 1.621, 7.853], [0.462, -0.054, 7.831], [-2.159, 0.822, 6.842], [-0.989, -0.466, 6.066], [-5.029, 1.312, -3.012], [-3.786, 1.544, -2.309], [-3.249, 0.653, -1.357], [-2.450, 2.137, -3.394], [-2.948, 3.442, -3.901], [-3.600, 4.299, -2.671], [-3.999, 3.286, -1.541], [-2.288, 1.368, -4.150], [-1.591, 2.178, -2.724], [-2.141, 4.054, -4.304], [-3.772, 3.225, -4.582], [-4.509, 4.722, -3.099], [-2.812, 5.046, -2.570], [-4.933, 3.404, -0.991], [-3.250, 3.452, -0.767], [2.546, -3.557, -6.483], [3.285, -3.089, -5.296], [4.512, -3.891, -4.817], [3.473, -1.288, -5.383], [2.035, -0.613, -4.946], [1.638, -1.429, -3.651], [2.011, -2.961, -3.931], [3.869, -1.143, -6.388], [4.316, -1.080, -4.724], [2.283, 0.414, -4.678], [1.323, -0.844, -5.738], [0.594, -1.275, -3.376], [2.214, -1.084, -2.792], [1.312, -3.794, -3.986], [2.433, -3.269, -2.974], [-1.662, -7.090, -2.220], [-1.144, -5.782, -2.655], [0.308, -5.585, -2.765], [-1.808, -5.333, -4.244], [-2.072, -3.756, -4.210], [-1.815, -3.174, -2.814], [-1.980, -4.346, -1.766], [-2.775, -5.813, -4.095], [-1.356, -5.765, -5.137], [-1.486, -3.252, -4.979], [-3.134, -3.650, -4.432], [-2.378, -2.283, -2.536], [-0.766, -2.928, -2.979], [-2.989, -4.728, -1.609], [-1.585, -4.256, -0.754], [2.084, -7.562, 1.881], [2.363, -6.232, 1.611], [2.647, -5.856, 0.290], [3.476, -4.552, 0.330], [2.983, -3.294, 1.071], [3.895, -4.122, -1.047], [1.108, -7.826, 1.473], [2.053, -7.692, 2.963], [2.840, -8.242, 1.488], [3.131, -6.597, -0.346], [1.750, -5.473, -0.198], [4.324, -4.997, 0.851], [2.207, -2.831, 0.460], [3.694, -2.468, 1.064], [2.741, -3.412, 2.127], [2.999, -4.193, -1.508], [4.433, -4.830, -1.525], [-5.359, -1.881, 3.962], [-5.653, -0.736, 4.780], [-4.614, 0.276, 4.613], [-4.768, 0.972, 3.205], [-4.097, 0.237, 1.986], [-4.343, 2.349, 3.163], [-4.349, -2.058, 3.592], [-5.793, -1.636, 2.993], [-5.963, -2.717, 4.316], [-4.864, 1.021, 5.369], [-3.613, -0.129, 4.768], [-5.827, 1.135, 3.005], [-4.691, -0.541, 1.505], [-3.226, -0.274, 2.397], [-3.723, 0.962, 1.264], [-4.664, 2.839, 3.986], [-3.348, 2.313, 3.332], [-0.294, -1.331, -0.010], [0.013, 0.141, 0.426], [1.134, 0.095, 1.550], [0.405, 0.647, -0.760], [-1.148, -1.311, -0.687], [-0.560, -1.961, 0.839], [0.552, -1.777, -0.533], [-0.930, 0.564, 0.772], [2.109, -0.264, 1.221], [0.953, -0.491, 2.451], [1.303, 1.098, 1.942], [0.559, 1.566, -0.531]],
  "smiles": "O=S1(=O)CCCC1.O=S1(=O)CCCC1.O=S1(=O)CCCC1.O=S1(=O)CCCC1.O=S1(=O)CCCC1.O=S1(=O)CCCC1.COC[C@H](C)N.COC[C@H](C)N.CC(C)O",
  "energy_ev": -136255.02013,
  "lumo_energy_ev": -0.3,
  "e_homo_ev": -8.91,
  "homo_lumo_gap_ev": 8.61
}